A molecular structure, C2H4P2S at a distorted geometry, computed with wB97M-V/def2-TZVPD.

Its energy above the lowest of the compared OMol25 structures with the same formula, charge and spin is 84.9 kcal per mole. For the LUMO energy, the calculation gives -1.36 eV. The calculation puts the HOMO energy at -7.52 eV. Its total charge is 0. For the HOMO-LUMO gap, the calculation gives 0.22624 Eh.

Positions of all 9 atoms, in Å:
S -4.35 -1.11 -0.29
P -1.71 1.34 0.42
P -4.40 0.86 -0.11
C -0.48 0.63 -0.25
C 0.73 0.04 -0.85
H 1.00 0.77 -1.69
H 1.35 -0.40 -0.07
H -4.29 -1.90 0.76
H 0.40 -0.88 -1.38